# 1
The following is a DFT calculation (ωB97M-V/def2-TZVPD) of C21H40P2Ti as an isolated structure at a distorted geometry.

Calculated values
net charge: +2
energy relative to the best compared isomer or geometry (same formula, charge and spin): 0.0 kcal per mole
orbital gap (alpha / beta): 5.33 / 5.34 eV
largest force on an atom: 5.32 eV/Å

Each line ends with the Mulliken charge.
CARTESIAN COORDINATES (ANGSTROEM)
P 4.86 2.66 1.19  0.71
P 4.07 3.02 -2.24  1.33
C 5.96 3.22 -0.18  -0.88
C 5.22 4.04 -1.27  -1.14
H 6.46 2.35 -0.63  0.47
H 6.79 3.84 0.19  0.58
H 4.68 4.90 -0.83  0.46
H 5.92 4.45 -2.02  0.52
C 5.16 2.07 -3.30  -1.48
H 4.60 1.36 -3.91  0.43
H 5.92 1.53 -2.74  0.38
H 5.67 2.76 -3.98  0.49
C 3.24 4.11 -3.42  -1.30
H 3.97 4.45 -4.16  0.48
H 2.80 4.98 -2.92  0.40
H 2.45 3.57 -3.95  0.38
C 5.96 1.92 2.44  -1.22
H 5.38 1.50 3.27  0.43
H 6.66 2.64 2.91  0.45
H 6.60 1.12 2.03  0.42
C 4.12 4.11 1.94  -1.47
H 3.59 4.69 1.19  0.38
H 4.82 4.78 2.43  0.46
H 3.42 3.78 2.70  0.45
Ti 1.43 -0.03 1.89  0.53
C 0.03 1.56 -1.81  -0.72
C 0.98 0.57 -1.87  -0.91
C 2.45 0.71 -1.77  0.80
C 3.27 0.47 -0.45  -0.74
C 3.37 1.63 0.60  0.12
C 2.01 2.25 0.74  -0.42
C 1.42 3.14 -0.28  -0.34
C 0.06 2.74 -0.92  -1.00
C -0.20 1.16 2.41  -1.25
H -0.98 1.31 -2.14  0.46
H 0.64 -0.42 -1.62  0.51
H 2.76 1.74 -2.09  -1.46
H 2.84 -0.07 -2.46  0.67
H 2.85 -0.44 0.04  0.50
H 4.26 0.11 -0.75  0.51
H 3.55 1.05 1.54  0.13
H 1.83 2.73 1.71  1.06
H 2.16 3.33 -1.08  -0.90
H 1.25 4.16 0.14  0.56
H -0.71 2.61 -0.12  0.34
H -0.26 3.64 -1.48  0.53
H -1.03 1.27 1.70  0.27
H 0.05 2.11 2.91  0.46
H -0.49 0.41 3.22  0.48
C -3.75 -1.61 0.93  -1.47
C -2.57 -2.24 0.15  1.58
C -2.44 -3.69 0.66  -1.48
C -2.97 -2.28 -1.35  -1.51
C -1.30 -1.49 0.37  0.12
C -0.23 -0.98 0.80  -0.59
H -4.65 -2.21 0.73  0.40
H -3.94 -0.57 0.61  0.37
H -3.56 -1.62 2.02  0.37
H -3.40 -4.21 0.49  0.39
H -1.64 -4.23 0.13  0.37
H -2.22 -3.70 1.75  0.39
H -3.12 -1.27 -1.74  0.35
H -2.19 -2.79 -1.94  0.38
H -3.91 -2.85 -1.44  0.40

***

# 2
The following is a DFT calculation (ωB97M-V/def2-TZVPD) of one molecule with the formula C5H8N2 at a distorted geometry.

Calculated values
energy relative to the best compared isomer or geometry (same formula, charge and spin): 77.6 kcal per mole
orbital gap: 6.47 eV
largest force on an atom: 2.21 eV/Å

Each line ends with the Mulliken charge.
CARTESIAN COORDINATES (ANGSTROEM)
C -2.39 0.06 -0.20  -0.84
N -0.97 -0.02 0.10  0.12
C -0.40 -0.83 1.00  -0.05
N 0.93 -0.69 0.89  -0.33
C 1.26 0.23 -0.11  0.42
C 2.65 0.23 -0.37  -1.41
C 0.03 0.67 -0.60  -0.54
H -2.57 -0.22 -1.24  0.33
H -2.93 -0.64 0.45  0.28
H -2.77 1.07 -0.03  0.31
H -0.94 -1.51 1.65  0.37
H 3.33 0.71 0.32  0.20
H 1.94 -1.10 1.03  0.49
H 2.97 0.50 -1.35  0.19
H -0.23 1.38 -1.37  0.45

***

# 3
The following is a DFT calculation (ωB97M-V/def2-TZVPD) of C8H13MgN as an isolated structure at a distorted geometry.

Calculated values
net charge: -2
energy relative to the best compared isomer or geometry (same formula, charge and spin): 112.5 kcal per mole
orbital gap (alpha / beta): 4.17 / 5.31 eV
largest force on an atom: 7.13 eV/Å

Each line ends with the Mulliken charge.
CARTESIAN COORDINATES (ANGSTROEM)
C 0.48 0.66 -1.96  -0.82
C 0.22 1.83 -1.11  -0.60
C -1.18 1.89 -0.91  -0.49
C -1.78 0.82 -1.60  -0.49
C -0.79 0.06 -2.25  -0.25
Mg 0.71 -0.41 0.10  -0.11
N 0.93 -2.36 -1.54  -0.64
C 2.18 -0.42 1.20  -0.92
C 1.77 0.94 1.40  -0.72
H -1.71 2.70 -0.39  0.33
H 0.97 2.53 -0.77  0.57
H -2.88 0.63 -1.67  0.27
H -0.93 -0.78 -2.92  0.37
H 1.45 0.41 -2.40  0.46
H 2.32 1.65 0.71  0.31
H 1.99 -1.43 1.58  0.41
H 1.47 -2.97 -0.63  0.02
H 1.29 0.82 2.42  0.21
H 2.87 -0.69 0.30  0.24
C -1.33 -0.96 1.16  -0.93
H -1.07 -1.37 2.17  0.27
H -1.85 -1.76 0.59  0.26
H -2.05 -0.11 1.30  0.25

***

# 4
The following is a DFT calculation (ωB97M-V/def2-TZVPD) of C30H40MgO20S3 as an isolated structure at a distorted geometry.

Calculated values
net charge: -2
orbital gap: 5.78 eV
largest force on an atom: 3.66 eV/Å

Each line ends with the Mulliken charge.
CARTESIAN COORDINATES (ANGSTROEM)
Mg -33.49 1.86 -11.59  1.60
C -35.31 3.54 -14.87  -1.25
C -35.94 4.80 -14.95  0.40
C -35.79 5.80 -13.80  0.34
O -36.41 6.89 -13.74  -0.76
C -34.94 5.50 -12.74  -1.07
C -34.30 4.23 -12.65  0.70
C -34.71 3.15 -13.66  1.06
O -34.40 1.98 -13.34  -0.38
O -33.61 3.79 -11.70  -0.60
O -36.54 5.11 -16.00  -0.74
H -35.44 2.87 -15.71  0.29
H -34.66 6.25 -12.02  0.39
C -30.54 1.24 -8.86  -0.86
C -31.33 1.59 -9.95  0.26
C -30.78 1.74 -11.32  1.11
O -31.55 1.98 -12.31  -0.83
C -29.42 1.66 -11.46  -0.89
C -28.51 1.51 -10.35  0.03
C -29.11 1.14 -8.96  0.63
O -28.36 0.94 -8.01  -0.81
O -27.30 1.71 -10.49  -0.49
O -32.60 1.73 -9.69  -0.66
H -31.03 1.06 -7.91  0.42
H -28.93 1.80 -12.42  0.73
C -27.01 3.75 -7.79  -1.77
C -25.75 2.97 -8.22  1.66
C -24.98 3.74 -9.30  -0.39
O -23.64 3.28 -9.00  -0.35
C -23.58 2.90 -7.76  0.60
O -22.59 2.60 -7.15  -0.62
O -24.79 2.89 -7.15  -0.48
H -26.71 4.65 -7.26  0.52
H -27.65 3.02 -7.29  0.32
H -27.60 4.09 -8.64  0.33
H -25.98 1.97 -8.58  -0.40
H -25.11 4.80 -9.12  0.31
H -25.34 3.41 -10.27  0.27
C -27.74 -1.38 -11.89  -0.61
C -27.00 -0.44 -12.81  1.34
C -25.50 -0.25 -12.39  0.00
O -24.87 -0.48 -13.66  -0.42
C -25.69 -0.89 -14.62  0.49
O -25.37 -1.15 -15.74  -0.58
O -26.96 -0.92 -14.14  -0.46
H -28.77 -1.55 -12.22  -0.03
H -27.79 -1.00 -10.87  -0.18
H -27.32 -2.39 -11.83  0.53
H -27.39 0.57 -12.74  -0.41
H -25.17 -0.96 -11.63  0.20
H -25.26 0.78 -12.16  0.11
C -32.22 0.19 -15.21  -1.25
C -33.59 -0.44 -15.40  1.28
C -34.40 0.18 -16.55  0.02
O -35.01 -0.91 -17.18  -0.38
C -34.30 -2.01 -16.88  0.57
O -34.45 -3.06 -17.46  -0.62
O -33.54 -1.83 -15.82  -0.46
H -32.19 1.19 -14.78  0.21
H -31.50 0.17 -16.03  0.47
H -31.85 -0.59 -14.54  0.14
H -34.17 -0.38 -14.48  -0.24
H -33.79 0.80 -17.22  0.23
H -35.10 0.94 -16.21  -0.01
C -25.33 -1.04 -6.16  -0.74
S -24.84 -1.95 -7.67  0.51
O -24.69 -3.40 -7.25  -0.69
C -26.49 -1.83 -8.46  -0.30
H -24.55 -1.11 -5.39  0.36
H -26.23 -1.44 -5.69  0.30
H -25.41 0.03 -6.36  0.15
H -26.43 -2.49 -9.32  0.26
H -26.63 -0.78 -8.72  -0.30
H -27.24 -2.19 -7.76  0.43
C -36.80 3.94 -10.10  -0.79
S -36.76 2.30 -10.88  0.40
O -35.35 1.79 -10.84  -0.78
C -37.38 1.34 -9.44  -1.04
H -36.42 4.69 -10.81  0.13
H -36.13 4.03 -9.25  0.26
H -37.86 4.18 -9.98  0.45
H -36.50 1.06 -8.84  0.25
H -37.44 0.33 -9.87  0.39
H -38.20 1.68 -8.82  0.38
C -33.75 -1.35 -9.52  -0.58
S -33.30 -1.48 -11.28  0.17
O -33.57 -0.09 -11.82  -0.46
C -31.57 -1.65 -10.98  -0.05
H -32.98 -0.74 -9.05  0.10
H -33.84 -2.34 -9.08  0.45
H -34.70 -0.84 -9.38  0.03
H -30.95 -1.55 -11.87  -0.09
H -31.30 -2.56 -10.43  0.55
H -31.27 -0.85 -10.30  -0.29

***

# 5
The following is a DFT calculation (ωB97M-V/def2-TZVPD) of C9H11Cl2HfNO2 as an isolated structure at a distorted geometry.

Calculated values
energy relative to the best compared isomer or geometry (same formula, charge and spin): 49.0 kcal per mole
orbital gap: 6.55 eV
largest force on an atom: 6.62 eV/Å

Each line ends with the Mulliken charge.
CARTESIAN COORDINATES (ANGSTROEM)
C -0.94 0.79 -2.52  -0.99
C 0.38 0.57 -2.02  -0.61
C 0.56 1.35 -0.83  -0.17
C -0.65 2.09 -0.61  -0.46
C -1.57 1.75 -1.66  -0.25
Hf -1.05 -0.24 -0.25  0.83
N -2.98 0.32 0.07  -0.51
C 1.24 -2.12 -1.08  -0.78
C 2.45 -1.63 -0.76  -0.50
H 1.52 1.52 -0.32  0.46
H 1.16 0.01 -2.53  0.83
H -0.80 2.86 0.14  0.37
H -2.52 2.25 -1.84  0.37
H -1.31 0.41 -3.47  0.43
H 3.06 -1.12 -1.51  0.27
H 0.65 -2.77 -0.41  0.51
H -3.90 0.38 0.48  0.06
H 2.87 -1.73 0.24  0.26
H 0.87 -2.02 -2.11  0.38
Cl 0.09 -1.91 4.40  -0.14
C 0.34 -0.35 3.62  0.17
Cl 2.04 0.09 3.32  -0.13
C -0.29 -0.33 2.23  0.69
O -0.55 0.79 1.68  -0.59
O -0.52 -1.41 1.55  -0.78
H -0.16 0.44 4.18  0.30

***

# 6
The following is a DFT calculation (ωB97M-V/def2-TZVPD) of one molecule with the formula H4N2Si at a distorted geometry.

Calculated values
energy relative to the best compared isomer or geometry (same formula, charge and spin): 39.5 kcal per mole
structure (SMILES): N1N[SiH2]1
orbital gap: 9.43 eV
largest force on an atom: 3.07 eV/Å

Each line ends with the Mulliken charge.
CARTESIAN COORDINATES (ANGSTROEM)
N 0.73 0.62 -0.06  -0.30
N 0.81 -0.83 0.06  -0.43
Si -0.78 -0.04 0.02  0.42
H 1.05 1.24 0.66  0.24
H 1.29 -1.31 -0.70  0.24
H -1.60 -0.04 1.18  -0.09
H -1.50 0.36 -1.18  -0.08

***

# 7
The following is a DFT calculation (ωB97M-V/def2-TZVPD) of a 2-piece molecular cluster, C14H22N2O5S overall.

Calculated values
energy relative to the best compared isomer or geometry (same formula, charge and spin): 6.8 kcal per mole
structure (SMILES): N[C@@H](Cc1ccc(O)cc1)C(=O)O.CSCC[C@H](N)C(=O)O
orbital gap: 8.93 eV
largest force on an atom: 0.48 eV/Å

Each line ends with the Mulliken charge.
CARTESIAN COORDINATES (ANGSTROEM)
C 2.41 -0.81 1.23  0.73
C 2.37 -1.92 0.19  0.19
C 3.73 -0.03 1.07  -0.96
C 3.89 0.66 -0.28  -0.53
C 5.33 2.25 -2.00  -0.81
C -2.74 2.00 0.31  0.71
C -2.80 3.53 0.11  0.23
C -3.39 1.27 -0.87  -1.30
C -3.19 -0.22 -0.80  0.10
C -2.02 -0.81 -1.28  -0.35
C -4.14 -1.06 -0.20  -0.35
C -1.80 -2.18 -1.17  -0.64
C -3.94 -2.43 -0.09  -0.71
C -2.76 -2.99 -0.57  1.05
H 2.22 -0.62 3.24  0.28
H 2.92 -2.02 2.78  0.26
H 1.58 -0.15 0.98  0.09
H 3.76 0.73 1.87  0.40
H 4.58 -0.71 1.25  0.31
H 3.88 -0.08 -1.09  0.34
H 3.04 1.34 -0.45  0.33
H 6.23 2.84 -2.18  0.33
H 5.30 1.44 -2.74  0.26
H 4.46 2.89 -2.13  0.26
H 2.98 -3.66 -0.12  0.38
H -4.29 1.58 1.59  0.20
H -2.91 0.78 1.95  0.30
H -1.67 1.75 0.33  0.17
H -2.97 1.68 -1.80  0.38
H -4.46 1.51 -0.89  0.46
H -1.26 -0.19 -1.75  0.46
H -5.07 -0.63 0.16  0.34
H -0.88 -2.61 -1.56  0.23
H -4.68 -3.07 0.37  0.41
H -1.76 -4.60 -0.83  0.28
H -2.97 3.54 1.96  0.44
N 2.18 -1.37 2.55  -0.74
N -3.27 1.67 1.63  -0.75
O 1.88 -1.84 -0.90  -0.56
O 3.03 -3.02 0.61  -0.48
O -2.73 4.05 -0.97  -0.58
O -2.61 -4.34 -0.44  -0.55
O -2.90 4.22 1.25  -0.52
S 5.44 1.60 -0.32  -0.08

***

# 8
The following is a DFT calculation (ωB97M-V/def2-TZVPD) of a 2-piece molecular cluster, C3H5NOS overall at a distorted geometry.

Calculated values
energy relative to the best compared isomer or geometry (same formula, charge and spin): 95.4 kcal per mole
orbital gap: 8.89 eV
largest force on an atom: 6.32 eV/Å

Each line ends with the Mulliken charge.
CARTESIAN COORDINATES (ANGSTROEM)
C 0.54 1.24 0.88  0.34
C 0.04 -0.20 -1.65  -0.84
C -0.08 -0.09 0.98  -0.12
N 1.03 2.25 0.62  -0.37
O -0.25 -0.49 2.27  -0.41
S 0.56 -1.20 -0.20  -0.02
H 0.06 -1.02 -2.47  0.28
H 1.01 0.37 -1.79  0.29
H -0.73 0.45 -1.46  0.35
H -1.71 0.15 0.50  0.15
H -0.48 -1.46 2.32  0.34